[1]
Here is one molecule with the formula C17H21N5O2S from the OMol25 dataset. Energies are from wB97M-V/def2-TZVPD.

Frontier orbital gap (Eh): 0.3140
SMILES: Cc1cccc(C(=O)N[C@H](C)/C=C/C(=O)N[C@H](C)c2nncs2)c1N
HOMO energy (eV): -8.0
Charge: 0
Max |F| (eV Å⁻¹): 0.024
ΔE to the lowest compared entry with this formula, charge and spin (kcal per mole): 28.0

```
46
C17H21N5O2S wB97M-V/def2-TZVPD
C 6.205 -0.430 2.153
C 5.220 0.669 1.879
C 5.641 1.931 1.515
C 4.741 2.970 1.287
C 3.393 2.711 1.395
C 2.915 1.441 1.732
C 1.454 1.163 1.768
O 0.962 0.232 2.400
N 0.667 2.006 1.038
C -0.782 1.837 0.905
C -1.503 1.956 2.246
C -1.121 0.547 0.210
C -1.842 0.480 -0.901
C -2.159 -0.833 -1.522
O -1.741 -1.899 -1.098
N -2.958 -0.770 -2.623
C -3.398 -1.978 -3.303
C -3.759 -1.660 -4.745
C -4.554 -2.616 -2.567
N -5.763 -2.627 -3.029
N -6.652 -3.236 -2.190
C -6.078 -3.671 -1.116
S -4.394 -3.372 -1.025
C 3.836 0.411 2.021
N 3.433 -0.820 2.452
H 6.100 -0.811 3.172
H 6.070 -1.275 1.471
H 7.226 -0.072 2.030
H 6.705 2.115 1.425
H 5.095 3.960 1.038
H 2.690 3.521 1.247
H 1.122 2.566 0.339
H -1.108 2.663 0.269
H -2.580 1.962 2.081
H -1.249 1.123 2.897
H -1.219 2.886 2.739
H -0.760 -0.369 0.663
H -2.220 1.379 -1.381
H -3.405 0.099 -2.863
H -2.555 -2.669 -3.269
H -4.075 -2.561 -5.265
H -4.587 -0.952 -4.791
H -2.891 -1.239 -5.251
H -6.623 -4.181 -0.336
H 4.060 -1.597 2.373
H 2.442 -0.986 2.531
```

These are the natural (NBO) partial charges, in e, on atoms 1 to 6: -0.639, -0.088, -0.167, -0.269, -0.160, -0.256

[2]
Here is an isolated ion of composition C6H13N4O2 and charge +1 in a non-equilibrium geometry from the OMol25 dataset. Energies are from wB97M-V/def2-TZVPD.

Frontier orbital gap (Eh): 0.3710
SMILES: NC(=O)N(N=O)[NH+]1CCCCC1
HOMO energy (eV): -14.7
Charge: +1
Max |F| (eV Å⁻¹): 6.416
ΔE to the lowest compared entry with this formula, charge and spin (kcal per mole): 122.7

```
25
C6H13N4O2 wB97M-V/def2-TZVPD
N 2.842 -2.122 1.422
C 1.725 -1.739 0.735
O 0.951 -2.511 0.151
N 1.385 -0.360 0.783
N 2.039 0.871 1.372
O 3.038 0.799 1.966
N 0.224 -0.077 0.049
C 0.363 0.637 -1.248
C -1.019 0.750 -1.928
C -2.192 1.205 -1.055
C -2.276 0.349 0.227
C -0.900 0.424 0.937
H 3.599 -1.480 1.545
H 3.248 -3.043 1.289
H -0.067 -1.167 -0.048
H 0.963 0.139 -1.863
H 0.715 1.724 -1.066
H -1.116 -0.228 -2.245
H -1.121 1.300 -2.803
H -1.971 2.189 -0.822
H -3.138 1.026 -1.482
H -2.899 0.693 0.928
H -2.715 -0.652 -0.135
H -0.640 1.411 1.419
H -1.037 -0.138 1.873
```

These are the natural (NBO) partial charges, in e, on atoms 1 to 6: -0.785, 0.767, -0.599, -0.252, 0.324, -0.188

[3]
Here is an isolated ion of composition C6H10N and charge +1 in a non-equilibrium geometry from the OMol25 dataset. Energies are from wB97M-V/def2-TZVPD.

Frontier orbital gap (alpha / beta) (Eh): 0.2316 / 0.1781
Spin multiplicity: 3
HOMO energy (alpha / beta) (eV): -11.5 / -14.2
Charge: +1
Max |F| (eV Å⁻¹): 5.035
⟨S²⟩: 2.04
ΔE to the lowest compared entry with this formula, charge and spin (kcal per mole): 76.4

```
17
C6H10N wB97M-V/def2-TZVPD
C -2.692 0.186 -0.582
C -1.522 0.690 -0.169
C 0.824 0.817 0.299
C -0.469 0.056 0.429
C -0.398 -1.369 0.780
C 2.848 0.107 -0.412
N 1.845 -0.103 0.298
H -3.228 0.865 -1.329
H -1.272 1.710 -0.341
H 0.952 1.558 -0.478
H 0.914 1.409 1.260
H -0.839 -1.673 1.765
H 0.608 -1.862 0.788
H -1.096 -1.924 0.102
H 2.827 0.876 -1.302
H -2.981 -0.878 -0.611
H 3.681 -0.466 -0.495
```

These are the natural (NBO) partial charges, in e, on atoms 1 to 6: -0.286, -0.259, -0.328, 0.028, -0.686, 0.038

[4]
Here is a 4-piece molecular cluster, C24H40BN3O9 overall in a non-equilibrium geometry from the OMol25 dataset. Energies are from wB97M-V/def2-TZVPD.

Frontier orbital gap (Eh): 0.2857
SMILES: CCCCNc1cc(B(N)O)c2c(c1)C(=O)NC2=O.CCOC(C)=O.CCOC(C)=O.CCOC(C)=O
HOMO energy (eV): -8.1
Charge: 0
Max |F| (eV Å⁻¹): 5.234

```
77
C24H40BN3O9 wB97M-V/def2-TZVPD
C -4.210 2.913 2.554
C -4.332 2.407 1.011
C -3.944 0.841 0.933
C -3.358 0.502 -0.557
N -2.347 -0.587 -0.536
C -1.131 -0.294 -1.270
C -0.968 0.644 -2.491
C 0.378 0.917 -3.251
B 0.545 1.907 -4.528
N 0.648 3.390 -4.501
O 0.649 1.271 -5.837
C 1.628 0.146 -2.757
C 1.503 -0.846 -1.554
C 0.173 -1.062 -0.798
C 2.955 -1.477 -1.364
O 3.331 -2.547 -0.825
N 3.824 -0.476 -2.056
C 3.143 0.127 -3.243
O 3.665 0.532 -4.317
H -4.661 2.152 3.285
H -4.761 3.910 2.730
H -3.105 3.091 2.840
H -3.639 3.087 0.399
H -5.434 2.578 0.722
H -4.904 0.232 1.084
H -3.159 0.632 1.748
H -4.280 0.113 -1.142
H -3.011 1.500 -0.979
H -2.160 -0.950 0.414
H -1.897 1.186 -2.878
H 1.613 3.737 -4.561
H 0.113 3.823 -3.739
H 1.292 0.520 -5.754
H 0.134 -1.778 0.094
H 3.906 0.272 -1.347
C 6.626 3.672 1.851
C 5.551 3.978 0.829
O 4.975 2.769 0.309
C 3.973 2.093 0.896
C 3.586 2.427 2.306
O 3.436 1.173 0.319
H 6.221 3.144 2.716
H 7.098 4.594 2.199
H 7.393 3.026 1.416
H 4.777 4.645 1.217
H 6.002 4.491 -0.024
H 4.120 1.763 2.988
H 2.511 2.265 2.412
H 3.767 3.463 2.583
C -2.246 -3.904 -3.561
C -3.111 -3.414 -2.417
O -4.485 -3.784 -2.616
C -5.009 -4.974 -2.267
C -4.083 -6.098 -1.899
O -6.205 -5.149 -2.322
H -2.251 -4.993 -3.632
H -1.213 -3.571 -3.431
H -2.623 -3.523 -4.513
H -2.751 -3.751 -1.442
H -3.088 -2.323 -2.393
H -3.888 -6.706 -2.784
H -4.572 -6.713 -1.140
H -3.141 -5.770 -1.464
C 2.459 -0.541 3.905
C 1.262 0.346 4.180
O 0.210 0.093 3.235
C -0.707 -0.882 3.360
C -0.493 -1.957 4.387
O -1.652 -0.928 2.602
H 2.208 -1.598 4.014
H 3.278 -0.307 4.588
H 2.807 -0.403 2.877
H 0.899 0.258 5.207
H 1.549 1.391 4.045
H 0.007 -2.806 3.918
H -1.468 -2.276 4.762
H 0.076 -1.631 5.256
```

These are the Löwdin partial charges, in e, on atoms 1 to 6: -0.150, -0.254, -0.176, -0.199, -0.019, -0.162

[5]
Here is one molecule with the formula C2H5NO2 in a non-equilibrium geometry from the OMol25 dataset. Energies are from wB97M-V/def2-TZVPD.

Frontier orbital gap (Eh): 0.3678
SMILES: CN(O)C=O
HOMO energy (eV): -9.2
Charge: 0
Max |F| (eV Å⁻¹): 3.530
ΔE to the lowest compared entry with this formula, charge and spin (kcal per mole): 72.0

```
10
C2H5NO2 wB97M-V/def2-TZVPD
C 1.249 -0.155 -0.405
N -0.219 -0.068 -0.163
O -0.983 -1.061 -0.807
C -0.856 0.540 0.927
O -2.046 0.490 1.137
H 1.445 -0.138 -1.511
H 1.945 -0.954 0.067
H 1.512 0.876 0.115
H -2.007 -0.770 -0.710
H -0.041 1.239 1.350
```

These are the natural (NBO) partial charges, in e, on atoms 1 to 6: -0.428, -0.168, -0.570, 0.507, -0.602, 0.226

[6]
Here is C5H6F2O as an isolated structure in a non-equilibrium geometry from the OMol25 dataset. Energies are from wB97M-V/def2-TZVPD.

Frontier orbital gap (Eh): 0.3671
HOMO energy (eV): -9.6
Charge: 0
Max |F| (eV Å⁻¹): 5.416
ΔE to the lowest compared entry with this formula, charge and spin (kcal per mole): 59.6

```
14
C5H6F2O wB97M-V/def2-TZVPD
C -0.792 -1.204 -0.984
C -1.075 1.754 0.477
C 0.070 -0.815 -0.112
C 1.166 -1.223 0.661
C 0.078 1.174 -0.267
O -2.144 1.954 0.039
F 1.234 1.634 0.226
F 0.123 1.238 -1.596
H -1.465 -0.464 -1.380
H -0.943 -2.252 -1.273
H -0.689 2.216 1.510
H 1.863 -2.009 0.167
H 0.753 -1.621 1.660
H 1.821 -0.383 0.871
```

These are the natural (NBO) partial charges, in e, on atoms 1 to 6: -0.431, 0.358, 0.052, -0.710, 0.578, -0.477